The following is a DFT calculation (ωB97M-V with the def2-TZVPD basis set) of a cluster of 7 separate species, C50H83BrNO9 in total in a non-equilibrium geometry.

Structure (XYZ):
```
144
Properties=species:S:1:pos:R:3:mulliken_charge:R:1
Br -3.41991 6.58113 1.43821 -0.1575
O -6.83523 -2.58225 4.28415 -0.3934
O 1.19452 7.36476 1.13125 -0.2380
O 5.18987 -5.38130 4.57100 -0.4348
O -1.99912 4.39078 0.49537 -0.3860
O 1.70426 7.73876 -4.78446 -0.3766
O 0.68423 -7.07071 -5.51269 -0.3349
O 2.49938 1.82311 -3.34493 -0.4040
O 0.65083 5.03673 1.95397 -0.1076
O 0.49370 -5.11442 -0.88284 -0.3870
N 0.47455 3.76413 2.42853 0.0634
C -3.73757 -1.41959 1.01085 0.7066
C -2.89650 0.50676 3.08917 0.7142
C 0.28097 7.86535 -4.69416 -0.2525
C 5.93133 -6.56065 4.23088 -0.4914
C 1.10990 1.96125 -3.66484 -0.4492
C 2.03911 7.21181 -6.07556 -0.5035
C -3.25385 -0.07359 0.63838 -0.9949
C 0.45646 -0.72002 5.29788 -0.9059
C -1.46698 -5.23172 -2.20836 -0.6380
C 1.08189 7.39136 2.54485 -0.5891
C -8.20724 -0.73597 4.86278 -0.5391
C -0.98361 2.08044 3.50445 -0.9376
C 1.40082 1.52441 2.89682 0.5730
C 2.82648 -2.66241 0.42659 -1.2863
C -4.12843 -2.37857 -0.14941 -0.9681
C 0.12097 1.08082 3.50722 1.2669
C 0.67951 3.31680 -3.13583 -0.2873
C -7.33776 -1.33760 3.77366 -0.0907
C -2.29617 4.94111 1.49725 0.6213
C 5.07139 -5.67429 2.22302 -0.3899
C 4.50394 -4.91027 3.40592 -0.1693
C 0.56049 -7.36068 -7.86308 -0.5749
C 3.00967 3.08563 -2.91565 -0.3999
C 0.84060 -5.70486 -2.14607 -0.4747
C 2.95497 -0.32559 -0.54877 -1.2511
C -3.38677 -0.79869 3.49636 -0.6840
C 0.74320 6.73126 -6.70265 -0.3995
C -0.00316 -6.59567 -6.67944 -0.4723
C 0.93609 -8.68638 -7.22971 -0.5430
C -0.44936 -6.21108 -2.76184 0.0310
C -7.10345 -2.64518 5.69241 -0.4326
C -7.53994 -1.25638 6.12041 -0.4804
C -1.84620 4.51468 2.94215 -1.2521
C 0.61664 8.53626 0.50519 -0.2878
C -0.27134 7.67960 -6.09555 -0.5546
C 1.95825 4.12204 -3.25131 0.1527
C -0.76141 3.40873 2.95557 0.7349
C 3.19959 -1.15368 0.80004 0.8297
C -0.93038 -4.97774 -0.81074 -0.2712
C 5.45025 -6.99840 2.85906 -0.5635
C -0.05433 -0.33585 4.10823 -0.5462
C 2.13171 -0.69968 1.87399 -0.8086
C 2.60163 0.49535 2.82587 -1.0763
C 1.17887 5.87214 3.04771 -0.4552
C 1.54498 2.88846 2.35677 -0.6759
C 1.42081 -8.25287 -5.85825 -0.4599
C -2.36376 1.60801 4.10279 -0.9444
C 1.58379 8.90600 -0.70751 -0.8881
C -3.80721 -1.72944 2.42664 -0.6130
C -2.83499 0.86754 1.66006 -0.1459
H 0.76629 6.74831 -7.79237 0.3506
H 0.09915 7.81946 2.88536 0.3793
H -3.44291 -1.09776 4.56483 0.4767
H 1.45846 -6.86096 -8.23782 0.2689
H -8.19294 -1.26558 6.99329 0.3391
H -7.88774 -1.51558 2.84785 0.3060
H 4.36467 -5.76832 1.39786 0.2651
H -0.64632 -1.08167 3.51889 0.4327
H -7.90115 -3.37824 5.84986 0.2878
H -1.07142 -6.79931 -6.54668 0.3008
H 0.61692 5.72347 4.00394 0.3552
H 0.54473 1.14097 -3.21695 0.3072
H 4.25336 -1.05190 1.16073 0.5710
H 1.09521 -0.06437 5.94784 0.2749
H -0.16064 3.74295 -3.68522 0.3751
H -0.66822 -7.21895 -2.39590 0.2513
H 0.99768 9.54365 -1.41349 0.3159
H -4.16289 -2.74258 2.72399 0.3820
H 0.13636 -5.51676 -6.77237 0.2874
H -1.38642 5.44005 3.39951 0.4969
H 0.02850 8.83776 -4.26674 0.2314
H 3.55539 0.98411 2.50790 0.5749
H 3.49610 -3.09472 -0.35296 0.4856
H 1.90044 7.94572 -1.20153 0.1693
H -1.30397 -5.72387 -0.10059 0.2544
H 2.77254 6.41069 -5.96298 0.2603
H 3.72620 0.47001 -0.70535 0.2235
H 1.26408 -9.01819 -5.09589 0.2677
H 0.39122 3.23017 -2.08313 -0.0460
H 6.99399 -6.29626 4.21304 0.2758
H -1.18470 -3.98278 -0.43620 0.0617
H 2.89761 -1.05480 -1.40511 0.3704
H -2.24108 1.16584 5.12138 0.4138
H -4.91927 -3.12193 0.11759 0.3538
H -1.44571 -4.30540 -2.79142 0.2872
H -0.07799 7.08088 -4.01736 0.1671
H 4.64020 -3.83013 3.31229 0.1323
H 1.19411 -0.37224 1.33659 0.2986
H 2.08695 4.46784 -4.28129 -0.1130
H 2.26155 5.57736 3.16909 0.4648
H 3.43579 -5.11739 3.53769 0.2029
H 2.49042 8.01611 -6.66550 0.3325
H -0.14744 -7.45172 -8.68707 0.3259
H 3.17367 3.02802 -1.83237 0.1114
H -0.37990 8.28251 0.04014 0.1922
H -0.41666 -6.24430 -3.84971 -0.1586
H 1.89613 8.00226 3.03207 0.3024
H 1.00713 1.90080 -4.75337 0.2858
H -6.20977 -2.98508 6.21975 0.2506
H -8.26073 0.35188 4.81178 0.3270
H -1.29168 7.29537 -6.10444 0.3403
H 2.44638 9.45954 -0.26038 0.3069
H -4.40625 -1.80135 -1.07035 0.3506
H 5.96848 -5.17197 1.84886 0.2880
H 2.48478 3.26567 1.89494 0.4765
H 2.48428 -7.99213 -5.87759 0.2768
H 3.96672 3.28081 -3.40244 0.3354
H -6.66333 -0.64467 6.35581 0.2238
H 1.68724 -9.24383 -7.78945 0.3354
H 1.82830 -1.58383 2.49467 0.2410
H 2.71446 0.06696 3.85209 0.3443
H 2.83537 -3.23401 1.39836 0.0720
H 5.77611 -7.32440 4.99467 0.2843
H 0.04674 -9.31559 -7.13050 0.2682
H -0.26088 8.63256 -6.63225 0.2805
H 4.56272 -7.63027 2.95789 0.2682
H -3.18640 0.18848 -0.44101 0.3466
H -3.20687 -2.97094 -0.43040 -0.0481
H 1.74129 -2.63523 0.11548 0.2117
H 6.20401 -7.55442 2.30129 0.3459
H 0.28224 -1.75170 5.70084 0.3111
H 0.48596 9.38248 1.22565 0.3486
H 1.57160 -6.50010 -1.98969 0.3318
H -3.10007 2.44654 4.10420 0.3068
H 0.52947 5.70702 -6.38108 0.1521
H -2.48936 -5.61181 -2.20927 0.4560
H -6.47856 -0.69466 3.55144 -0.0372
H -2.74694 4.29281 3.56643 0.4807
H -9.22421 -1.13209 4.79090 0.2672
H 1.99147 4.99122 -2.59358 0.1339
H 1.94678 0.18610 -0.53903 0.1317
H 1.29869 -4.92722 -2.76659 0.2648
H -2.44652 1.86502 1.33887 0.2488
```

Output
Charge = +1
E = -143142.4522 eV
Kohn-Sham gap = 6.94 eV